Record 1
{"formula": "C6H12O", "method": "the ωB97M-V functional and the def2-TZVPD basis", "total_charge": 0, "homo_lumo_gap_ev": [7.1252, 7.1268], "e_above_lowest_kcal_mol": 117.8, "homo_ev": [-6.253, -6.254], "species": ["C", "O", "C", "C", "C", "C", "C", "H", "H", "H", "H", "H", "H", "H", "H", "H", "H", "H", "H"], "positions_angstrom": [[2.415288, -0.380704, -0.599812], [1.148182, 0.225707, -0.394064], [0.504800, 0.108855, 1.052919], [-0.899270, 0.114724, 0.809298], [-1.709886, 1.381221, 0.827670], [-0.445833, -0.500396, -1.256014], [-1.306175, -0.975779, -0.159481], [2.422010, -1.424037, -0.248862], [3.194688, 0.177784, -0.070542], [2.634856, -0.353638, -1.670760], [0.937167, -0.849279, 1.386673], [0.895436, 0.939713, 1.644764], [-1.226873, 2.142633, 1.451428], [-2.718573, 1.221537, 1.239735], [-1.856706, 1.843325, -0.166473], [0.217806, -1.153024, -1.822751], [-0.763740, 0.391321, -1.784142], [-1.070911, -1.996635, 0.165261], [-2.372264, -0.913336, -0.404852]], "forces_ev_per_angstrom": [[0.220, -0.083, -0.047], [-0.016, 0.072, -0.069], [-0.036, -0.044, 0.224], [0.082, 0.104, 0.059], [-0.060, 0.106, 0.021], [-0.116, -0.067, -0.180], [-0.020, -0.125, -0.096], [-0.013, 0.135, -0.043], [-0.091, -0.072, -0.068], [0.008, -0.026, 0.151], [-0.069, 0.134, -0.086], [-0.099, -0.099, -0.072], [-0.050, -0.127, -0.081], [0.170, -0.008, -0.070], [0.024, -0.084, 0.111], [-0.099, 0.093, 0.119], [0.042, -0.087, 0.113], [-0.015, 0.169, -0.028], [0.139, 0.010, 0.043]], "nbo_charge": [-0.2785, -0.5526, -0.1383, -0.2177, -0.6263, -0.0549, -0.4970, 0.1700, 0.1938, 0.1967, 0.1709, 0.2092, 0.2114, 0.1998, 0.1779, 0.1885, 0.2030, 0.2119, 0.2323]}

Record 2
{"formula": "C6H12O", "method": "the ωB97M-V functional and the def2-TZVPD basis", "total_charge": 0, "homo_lumo_gap_ev": 8.6691, "e_above_lowest_kcal_mol": 111.9, "homo_ev": -9.274, "species": ["C", "C", "O", "C", "C", "C", "C", "H", "H", "H", "H", "H", "H", "H", "H", "H", "H", "H", "H"], "positions_angstrom": [[-0.993924, 1.816698, -1.293820], [-0.374500, 0.875826, -0.275526], [0.044167, 1.655890, 0.822975], [-1.361642, -0.195427, 0.175475], [-1.366801, -1.569403, -0.374841], [-0.856216, -1.327083, 1.010635], [2.544449, -1.006262, 0.960362], [-1.315120, 1.264695, -2.182567], [-0.265541, 2.576865, -1.590825], [-1.861166, 2.322752, -0.856280], [0.487066, 0.364785, -0.738624], [0.320136, 1.042785, 1.518825], [-2.304448, 0.211767, 0.549199], [-0.585204, -1.860515, -1.080296], [-2.287412, -2.137387, -0.492770], [1.547930, -1.328693, 1.282498], [2.525033, -0.734346, -0.096492], [3.245219, -1.827634, 1.109945], [2.857973, -0.145311, 1.552127]], "forces_ev_per_angstrom": [[-0.021, 0.026, -0.020], [-0.083, -0.126, -0.270], [0.113, -0.112, 0.221], [0.013, 0.054, 0.089], [0.012, -0.136, -0.016], [-0.182, 0.117, -0.278], [-0.103, -0.030, 0.012], [0.045, 0.074, 0.123], [-0.092, -0.114, 0.032], [0.117, -0.078, -0.057], [-0.124, 0.084, 0.097], [-0.026, 0.153, -0.050], [0.120, -0.055, -0.024], [-0.088, 0.038, 0.112], [0.129, 0.072, 0.042], [0.179, 0.044, -0.037], [0.030, -0.017, 0.094], [-0.032, 0.064, -0.010], [-0.007, -0.057, -0.060]], "nbo_charge": [-0.6142, 0.1156, -0.7133, -0.4535, -0.6129, 0.2223, -0.8620, 0.2130, 0.2223, 0.2120, 0.1582, 0.4784, 0.2588, 0.2539, 0.2578, 0.2237, 0.2061, 0.2188, 0.2150]}

Record 3
{"formula": "C6H12O12S3", "method": "the ωB97M-V functional and the def2-TZVPD basis", "total_charge": 0, "homo_lumo_gap_ev": 9.1480, "e_above_lowest_kcal_mol": 311.2, "homo_ev": -9.838, "species": ["C", "C", "O", "S", "O", "O", "O", "H", "H", "H", "H", "C", "C", "O", "S", "O", "O", "O", "H", "H", "H", "H", "C", "C", "O", "S", "O", "O", "O", "H", "H", "H", "H"], "positions_angstrom": [[-2.392940, 4.926930, 0.830090], [-1.370900, 5.692150, -0.136430], [-2.032710, 5.875210, -1.303210], [-2.957570, 4.483370, -1.686010], [-2.122370, 3.548910, -2.427690], [-4.219900, 4.878760, -2.327180], [-3.038890, 4.002080, -0.051830], [-3.112000, 5.644440, 1.225340], [-1.780330, 4.472530, 1.608760], [-0.380110, 5.253330, -0.254200], [-1.251360, 6.712680, 0.227340], [-3.216210, 6.702650, 2.798520], [-4.128300, 5.587960, 3.243260], [-3.223670, 4.526740, 3.708790], [-1.644660, 4.899830, 3.654510], [-0.840770, 3.922820, 3.007440], [-1.234790, 5.433080, 4.941760], [-2.004120, 6.089250, 2.558360], [-3.136820, 7.547470, 3.482690], [-3.720640, 7.197770, 1.968750], [-4.628340, 5.288180, 2.322290], [-4.826830, 5.881630, 4.026790], [-5.338210, 9.598420, 1.588690], [-3.844090, 9.316760, 1.639860], [-3.785900, 8.253110, 2.546050], [-4.672440, 8.690020, 3.964020], [-3.959150, 9.746450, 4.690990], [-5.191170, 7.450740, 4.660710], [-5.813510, 9.513820, 2.985360], [-5.829910, 8.826990, 0.996040], [-5.427360, 10.546800, 1.058860], [-3.190870, 10.172500, 1.810490], [-3.639990, 8.932610, 0.640410]], "forces_ev_per_angstrom": [[1.194, 0.322, -2.957], [-0.268, 0.548, 2.878], [-2.693, -1.722, -3.207], [0.758, 0.219, -0.306], [-1.256, 1.327, 1.564], [2.452, -0.498, 2.197], [-0.476, -0.007, -2.594], [-0.157, -1.133, -1.677], [-1.097, -1.195, -2.001], [-0.142, -0.490, 0.033], [0.321, -0.094, 0.405], [3.109, -8.914, 2.984], [0.335, -1.283, 0.106], [0.393, -0.703, 0.279], [-1.952, 2.574, 2.078], [-0.077, -0.072, 0.506], [-0.569, -0.745, -2.054], [4.130, 0.812, 3.176], [3.566, -4.682, 2.898], [1.847, -5.976, -3.134], [-0.274, -0.920, 0.417], [0.607, -1.049, -0.481], [0.579, 0.010, 0.431], [-1.815, 1.292, -2.157], [-6.298, 18.265, 0.030], [-2.236, 2.248, 1.911], [-1.306, -2.628, -1.152], [1.016, 5.581, -2.270], [0.823, -0.842, 0.308], [-0.156, -0.026, 0.245], [-0.882, 0.383, 0.902], [-0.049, -0.215, 0.608], [0.571, -0.387, 0.033]], "nbo_charge": [-0.1070, -0.0947, -0.6623, 2.4115, -0.8683, -0.8550, -0.6732, 0.1682, 0.2292, 0.1908, 0.1888, -0.0996, -0.1075, -0.7013, 2.5116, -0.8596, -0.8668, -0.7012, 0.1906, 0.2782, 0.1897, 0.2532, -0.0905, -0.1436, -0.7373, 2.3677, -0.8196, -0.8092, -0.6600, 0.1978, 0.2232, 0.2281, 0.2276]}

Record 4
{"formula": "C6H12O2", "method": "the ωB97M-V functional and the def2-TZVPD basis", "smiles": "CC/C=C/C=C/O.O", "total_charge": 0, "homo_lumo_gap_ev": 8.9733, "e_above_lowest_kcal_mol": 62.0, "homo_ev": -8.194, "species": ["C", "C", "C", "C", "C", "C", "O", "H", "H", "H", "H", "H", "H", "H", "H", "H", "H", "O", "H", "H"], "positions_angstrom": [[2.105002, -1.751186, 1.886845], [1.258439, -1.416770, 0.660901], [0.490803, -0.128601, 0.741254], [-0.576984, 0.138291, -0.024213], [-0.982688, 1.568596, 0.005062], [-2.274064, 1.865883, -0.194923], [-2.682412, 3.178105, -0.451520], [2.477158, -2.771070, 1.769355], [1.452314, -1.821863, 2.771019], [3.019541, -1.213810, 2.079456], [0.503751, -2.222285, 0.602404], [1.877781, -1.523462, -0.255342], [0.953850, 0.666355, 1.318542], [-1.072903, -0.599499, -0.623667], [-0.212952, 2.334394, 0.041813], [-3.178256, 1.357606, 0.054048], [-1.932095, 3.769679, -0.565601], [-0.187320, -0.813609, -3.328578], [0.091696, 0.100403, -3.244420], [-1.130661, -0.717157, -3.242434]], "forces_ev_per_angstrom": [[-0.486, -1.352, 0.222], [-0.144, -0.776, 0.244], [0.579, -0.771, -1.296], [1.359, 1.573, 2.087], [-1.751, -1.615, -1.100], [0.813, 3.221, 0.432], [-0.232, -0.527, 0.230], [-0.064, -0.180, -0.105], [0.403, 0.440, -0.060], [-0.053, 0.897, 0.004], [0.307, 0.158, -0.216], [-0.397, 0.425, 0.382], [-0.105, 0.099, -0.005], [-0.157, -0.164, -0.187], [-0.160, -0.031, -0.170], [-0.066, -1.213, -0.447], [0.165, -0.185, -0.004], [0.254, 0.116, -0.028], [0.414, 0.151, 0.027], [-0.679, -0.268, -0.008]], "nbo_charge": [-0.6088, -0.4442, -0.1563, -0.2265, -0.3409, 0.1527, -0.6957, 0.2079, 0.2039, 0.2067, 0.2071, 0.2167, 0.1868, 0.2132, 0.2075, 0.1958, 0.4714, -0.9271, 0.4668, 0.4630]}

Record 5
{"formula": "C6H12O2", "method": "the ωB97M-V functional and the def2-TZVPD basis", "total_charge": 1, "homo_lumo_gap_ev": [8.4701, 4.6534], "multiplicity": 2, "e_above_lowest_kcal_mol": 51.4, "homo_ev": [-13.485, -13.485], "species": ["O", "C", "C", "C", "C", "C", "C", "H", "H", "H", "H", "H", "H", "H", "H", "H", "H", "H", "H", "O"], "positions_angstrom": [[-0.778751, -1.300212, -0.448608], [-0.260267, -0.940105, 0.580038], [-0.615068, 0.436440, 1.132251], [-0.675942, 1.552428, 0.086163], [0.612695, 2.045871, -0.428918], [1.010255, 1.707276, -1.737227], [1.487290, 2.841515, 0.483351], [0.071262, -1.697214, 1.310831], [-1.498273, 0.404401, 1.770511], [0.153410, 0.710709, 1.865960], [-1.241116, 2.393784, 0.518912], [-1.326327, 1.324310, -0.765615], [1.948560, 2.049019, -2.157664], [0.320462, 1.175737, -2.386250], [2.529831, 2.851633, 0.170079], [1.548215, 2.256528, 1.409674], [0.935594, 3.775592, 0.613024], [-0.004952, -4.685881, 0.604529], [-1.160436, -4.615345, -0.574110], [-0.684779, -5.119074, 0.090086]], "forces_ev_per_angstrom": [[1.170, 0.128, -0.341], [-3.140, -0.374, 0.308], [2.038, 0.392, 0.765], [-1.541, 0.724, -0.935], [0.581, -0.189, 0.932], [-0.247, 0.253, -0.518], [-0.141, -1.721, -0.574], [0.769, 0.214, -0.105], [-0.345, -0.298, -0.484], [0.041, 0.002, -0.022], [0.528, 0.070, 0.386], [0.219, -0.690, 0.097], [0.079, -0.090, 0.129], [0.111, -0.092, 0.080], [-0.198, 0.849, -0.427], [-0.487, 0.508, 0.329], [0.552, 0.307, 0.386], [-0.184, 0.680, -0.519], [0.604, 0.630, 0.335], [-0.408, -1.303, 0.178]], "nbo_charge": [-0.4794, 0.4066, -0.4855, -0.5296, 0.3512, -0.0461, -0.7087, 0.1544, 0.2846, 0.2202, 0.2887, 0.2609, 0.2237, 0.2292, 0.2593, 0.2730, 0.2957, 0.4759, 0.4868, -0.9611]}

Record 6
{"formula": "C6H12O2S", "method": "the ωB97M-V functional and the def2-TZVPD basis", "total_charge": 0, "homo_lumo_gap_ev": [8.1951, 8.1961], "e_above_lowest_kcal_mol": 88.3, "homo_ev": [-7.817, -7.818], "species": ["C", "C", "C", "C", "C", "C", "O", "O", "S", "H", "H", "H", "H", "H", "H", "H", "H", "H", "H", "H", "H"], "positions_angstrom": [[0.199929, 1.250658, 0.052113], [-0.547083, -0.930275, -0.073548], [0.752590, 1.526356, -1.311837], [1.090085, 1.439365, 1.233842], [0.024269, -1.675199, -1.229253], [-0.605245, -1.578485, 1.264178], [-3.066095, -0.147411, 0.409892], [-1.153065, 1.531297, 0.231719], [-1.974479, 0.200238, -0.470857], [1.077676, 2.569851, -1.376481], [-0.007028, 1.365598, -2.073521], [1.609284, 0.891888, -1.521284], [1.791699, 2.258398, 1.068160], [1.673237, 0.532895, 1.407348], [0.501636, 1.641575, 2.125793], [-0.468079, -2.643998, -1.346084], [1.087266, -1.863159, -1.068627], [-0.091437, -1.120971, -2.156552], [-1.519102, -1.264363, 1.769253], [0.242926, -1.318818, 1.903603], [-0.618979, -2.665447, 1.162143]], "forces_ev_per_angstrom": [[-0.937, -3.577, -0.432], [0.851, 3.689, -0.264], [-0.160, 0.169, 0.128], [-0.258, 0.078, 0.023], [-0.286, -0.080, 0.015], [-0.145, 0.105, 0.057], [-0.751, 0.127, 0.515], [-0.390, 0.070, 0.145], [1.667, -0.425, -0.071], [0.035, 0.064, -0.003], [0.044, -0.012, -0.060], [0.130, -0.057, -0.001], [0.032, 0.080, 0.013], [0.047, 0.005, -0.008], [-0.022, -0.007, 0.024], [0.032, -0.144, -0.092], [0.055, -0.021, 0.010], [0.046, 0.020, -0.162], [-0.020, -0.070, 0.174], [0.067, 0.038, -0.043], [-0.036, -0.051, 0.032]], "nbo_charge": [0.4271, -0.2167, -0.6957, -0.6951, -0.6715, -0.6895, -0.9222, -0.7299, 1.4825, 0.2209, 0.2256, 0.2273, 0.2214, 0.2346, 0.2424, 0.2143, 0.2231, 0.2169, 0.2525, 0.2180, 0.2141]}

Record 7
{"formula": "C6H12O3", "method": "the ωB97M-V functional and the def2-TZVPD basis", "total_charge": 0, "homo_lumo_gap_ev": [7.0105, 7.0114], "e_above_lowest_kcal_mol": 117.5, "homo_ev": [-8.075, -8.075], "species": ["C", "C", "C", "O", "O", "H", "H", "H", "H", "H", "H", "C", "C", "C", "O", "H", "H", "H", "H", "H", "H"], "positions_angstrom": [[-2.096666, -0.961125, 0.720391], [-1.442287, 0.672179, 0.157629], [-1.377605, 0.682756, -1.200010], [-2.024198, 1.680176, 0.891559], [-1.259948, -1.910172, 0.332333], [-2.475534, 2.308586, 0.315188], [-0.286705, -1.602040, 0.626877], [-2.118547, -0.708951, 1.784151], [-3.085677, -1.035959, 0.271414], [-1.678980, 1.531582, -1.804303], [-0.959782, -0.176706, -1.699954], [2.685168, 0.680447, 0.506002], [1.711616, -0.378862, 0.064143], [1.735728, -0.924783, -1.169498], [0.761724, -0.648152, 0.960151], [-0.381404, 0.276520, 0.675469], [3.181905, 0.361817, 1.425142], [3.441466, 0.884455, -0.251213], [2.149960, 1.606771, 0.732159], [1.009693, -1.671535, -1.461044], [2.510073, -0.667006, -1.876583]], "forces_ev_per_angstrom": [[0.678, 0.505, 0.037], [-0.417, -0.349, -0.081], [0.327, 0.010, 0.503], [0.017, 0.010, -0.047], [0.291, 0.071, -0.014], [0.044, -0.020, 0.018], [-0.410, -0.075, -0.074], [-0.028, -0.019, -0.050], [0.073, 0.107, -0.017], [-0.044, 0.036, -0.007], [-0.044, -0.115, -0.017], [0.087, -0.127, 0.039], [-0.196, 0.256, -0.530], [0.018, 0.150, 0.309], [-0.435, 0.296, 0.150], [0.091, -0.633, -0.239], [-0.026, 0.026, -0.016], [-0.037, -0.022, -0.001], [-0.012, -0.052, -0.006], [-0.038, -0.037, 0.012], [0.060, -0.017, 0.031]], "nbo_charge": [0.0946, -0.0434, -0.2564, -0.6815, -0.7022, 0.4750, 0.5149, 0.1794, 0.1852, 0.1983, 0.2368, -0.6653, 0.3565, -0.5586, -0.7743, 0.3977, 0.2219, 0.2112, 0.2140, 0.1967, 0.1997]}

Record 8
{"formula": "C6H12O4Se", "method": "the ωB97M-V functional and the def2-TZVPD basis", "smiles": "O/C=C/[C@H](O)[C@H](O)[C@H](O)C[SeH]", "total_charge": 0, "homo_lumo_gap_ev": 9.5060, "e_above_lowest_kcal_mol": 0.0, "homo_ev": -9.062, "species": ["O", "C", "C", "C", "O", "C", "O", "C", "O", "C", "Se", "H", "H", "H", "H", "H", "H", "H", "H", "H", "H", "H", "H"], "positions_angstrom": [[-1.920338, 0.356007, -3.493643], [-1.882972, 0.580741, -2.082753], [-0.877432, 1.074480, -1.337531], [-0.850231, 1.265495, 0.100484], [-0.269005, 2.544103, 0.395002], [-0.326577, -0.074950, 0.848173], [-0.949334, -0.165966, 2.093942], [1.215315, -0.209052, 1.058585], [2.178418, 0.331790, 0.085921], [1.652932, -1.653402, 1.464858], [1.528303, -2.846215, -0.122123], [-0.985170, 0.374954, -3.904128], [-2.815132, 0.232727, -1.681638], [0.038535, 1.255504, -1.868920], [-2.026654, 1.313228, 0.366457], [0.689965, 2.676446, 0.127039], [-0.673085, -0.822719, 0.168289], [-1.051141, 0.720886, 2.427386], [1.437316, 0.493639, 2.019195], [2.063947, -0.337146, -0.608102], [2.697240, -1.669800, 1.558967], [0.939912, -2.000228, 2.315204], [0.185188, -3.440522, 0.069335]], "forces_ev_per_angstrom": [[2.334, 0.269, 1.038], [0.849, -0.008, -1.179], [-0.496, -1.085, -2.896], [-1.744, -0.433, 0.961], [0.871, -0.180, 0.581], [0.852, 2.655, -0.994], [-0.100, -0.978, 0.231], [1.564, 2.005, 2.924], [-2.121, -1.188, 0.330], [-3.579, 0.534, -0.363], [-0.320, -0.316, 0.094], [-2.125, 0.125, 1.243], [-0.422, 0.194, 0.240], [0.525, 0.326, -0.210], [2.719, 0.157, 0.137], [-1.737, -1.027, 0.253], [-0.378, -0.922, -0.037], [-0.002, 0.476, 0.309], [-0.552, -1.641, -2.005], [0.480, 0.347, -0.531], [1.265, 0.009, 1.154], [1.849, 0.328, -1.339], [0.269, 0.352, 0.061]], "nbo_charge": [-0.6988, 0.1659, -0.3354, 0.0673, -0.7348, 0.0438, -0.7102, 0.0544, -0.7257, -0.5559, -0.0185, 0.4794, 0.1784, 0.1967, 0.1921, 0.4925, 0.1870, 0.4794, 0.1898, 0.4655, 0.2306, 0.2634, 0.0930]}